Entry 1:
{"formula": "C8H26CoO6", "method": "wB97M-V/def2-TZVPD", "species": ["Co", "O", "H", "O", "H", "C", "C", "O", "H", "H", "H", "H", "H", "H", "C", "C", "O", "H", "H", "H", "H", "H", "H", "C", "C", "O", "H", "H", "H", "H", "H", "H", "C", "C", "O", "H", "H", "H", "H", "H", "H"], "positions_angstrom": [[0.10984, 0.18690, 0.35164], [-1.72339, 0.07213, -0.42159], [-2.28952, -0.72178, -0.36057], [1.98434, 0.34670, 0.95602], [2.27034, 0.63656, 0.06793], [-0.84571, 3.53177, -1.00575], [0.15777, 3.27770, 0.10705], [-0.30658, 2.23623, 0.94852], [-0.99633, 2.74393, -1.74380], [-0.45671, 4.36427, -1.59204], [-1.81129, 3.75992, -0.55442], [0.24302, 4.18252, 0.70881], [1.17153, 3.11700, -0.25976], [-1.04388, 2.59405, 1.44848], [-2.31182, -0.31660, 3.78082], [-1.66441, -1.20434, 2.71936], [-0.45291, -0.60502, 2.27445], [-3.14417, -0.80478, 4.28774], [-2.72615, 0.60237, 3.36618], [-1.57875, -0.03594, 4.53707], [-2.30496, -1.33957, 1.84787], [-1.39135, -2.18204, 3.11640], [0.05033, -0.48435, 3.08302], [-0.79756, -3.78851, -0.75126], [-0.00693, -2.56356, -1.20737], [0.55866, -1.90151, -0.13831], [-0.11899, -4.52687, -0.32411], [-1.38905, -4.27776, -1.52513], [-1.53468, -3.49059, -0.00561], [-0.68804, -1.97679, -1.82374], [0.78876, -2.82159, -1.90622], [1.21942, -2.51123, 0.19819], [3.06741, -0.02583, -2.40479], [2.08713, 1.07815, -2.03799], [0.88975, 0.42830, -1.65772], [2.70416, -0.68187, -3.19585], [3.37058, -0.65556, -1.56833], [4.04953, 0.32399, -2.72290], [1.88939, 1.67572, -2.92789], [2.48485, 1.63940, -1.19246], [0.48637, 0.11846, -2.47190]], "nbo_charge": [1.513, -1.293, 0.425, -1.254, 0.409, -0.687, -0.069, -0.740, 0.240, 0.193, 0.192, 0.149, 0.189, 0.480, -0.659, -0.085, -0.734, 0.204, 0.214, 0.191, 0.204, 0.154, 0.480, -0.682, -0.247, -0.731, 0.183, 0.207, 0.200, 0.194, 0.153, 0.485, -0.762, -0.188, -0.920, 0.192, 0.213, 0.192, 0.169, 0.173, 0.452], "s_squared": 6.01, "charge": -1, "max_force_ev_per_a": 2.6, "e_above_lowest_kj_mol": 12.6, "multiplicity": 5, "homo_energy_ev": [1.08, -4.68]}



Entry 2:
{"formula": "C28H23BrIN4O6RbS2Te", "method": "wB97M-V/def2-TZVPD", "species": ["Rb", "C", "C", "N", "C", "C", "N", "C", "O", "O", "C", "O", "O", "H", "H", "H", "H", "H", "C", "C", "C", "C", "C", "C", "C", "S", "O", "O", "N", "C", "C", "C", "C", "C", "N", "H", "H", "H", "H", "H", "H", "H", "H", "H", "H", "H", "Te", "C", "C", "C", "C", "S", "H", "H", "H", "Br", "C", "C", "C", "C", "C", "C", "I", "H", "H", "H", "H"], "positions_angstrom": [[0.14607, 0.00645, 0.94707], [3.63677, -4.05605, 0.79146], [4.11810, -2.64581, 0.82167], [3.36655, -1.56431, 0.78793], [4.23387, -0.50310, 0.82486], [5.52844, -0.94420, 0.88946], [5.43033, -2.30888, 0.88540], [6.87222, -0.32039, 0.92767], [6.91796, 0.98753, 0.92120], [7.86411, -1.02822, 0.95996], [3.73134, 0.90683, 0.76800], [4.58128, 1.83815, 0.80066], [2.49243, 1.04640, 0.67319], [2.91283, -4.22158, 1.58927], [4.46456, -4.75998, 0.89219], [3.11354, -4.25683, -0.14536], [6.23198, -2.91556, 0.92811], [5.95695, 1.37910, 0.87260], [-2.94624, 4.69013, -4.31234], [-2.98693, 3.70698, -3.16924], [-1.91914, 2.84641, -2.93011], [-1.92392, 1.98498, -1.84494], [-3.00409, 1.98064, -0.97048], [-4.08789, 2.81369, -1.20567], [-4.07450, 3.66681, -2.30314], [-2.96849, 0.99831, 0.51066], [-1.97510, 1.68039, 1.34168], [-4.32374, 1.02640, 1.02590], [-2.37614, -0.35189, 0.06138], [-2.93378, -1.62291, 0.15764], [-4.29862, -1.89601, 0.38193], [-4.70696, -3.21085, 0.45984], [-3.78010, -4.23703, 0.32204], [-2.46442, -3.87262, 0.09917], [-2.04004, -2.61112, 0.00213], [-2.22529, 4.38397, -5.07240], [-2.64844, 5.68037, -3.95455], [-3.92481, 4.78866, -4.78754], [-1.06158, 2.86046, -3.59529], [-1.08523, 1.32643, -1.67043], [-4.92424, 2.78859, -0.51787], [-4.92019, 4.32497, -2.48125], [-4.99209, -1.07823, 0.50832], [-5.75313, -3.43659, 0.63977], [-4.05677, -5.27996, 0.40569], [-1.69156, -4.62920, 0.01388], [0.29178, -4.49870, 2.98449], [1.25441, -6.37181, 3.01213], [2.49542, -6.72909, 3.48518], [2.81692, -8.11548, 3.31634], [1.82024, -8.81954, 2.71233], [0.50037, -7.77886, 2.35421], [3.15866, -6.00821, 3.94815], [3.75199, -8.56169, 3.63314], [1.79328, -9.86943, 2.45803], [2.23765, 6.41312, -1.70104], [0.43217, 6.10872, -1.18761], [-0.49250, 7.08172, -1.55074], [-1.82774, 6.92633, -1.20746], [-2.22812, 5.80431, -0.49942], [-1.29876, 4.83788, -0.14507], [0.05009, 4.96993, -0.48988], [1.32608, 3.38737, 0.03980], [-0.15890, 7.95240, -2.10113], [-2.54881, 7.68458, -1.49417], [-3.26754, 5.66757, -0.22638], [-1.61258, 3.95759, 0.40899]], "nbo_charge": [0.948, -0.671, 0.385, -0.460, 0.010, -0.048, -0.499, 0.769, -0.689, -0.662, 0.782, -0.730, -0.786, 0.283, 0.201, 0.232, 0.428, 0.505, -0.629, -0.014, -0.231, -0.121, -0.344, -0.193, -0.231, 2.339, -1.028, -0.997, -1.032, 0.380, -0.315, -0.169, -0.325, 0.065, -0.472, 0.211, 0.220, 0.205, 0.208, 0.221, 0.239, 0.197, 0.236, 0.193, 0.205, 0.205, -0.434, -0.442, -0.363, -0.267, -0.489, 0.398, 0.215, 0.197, 0.211, 0.038, -0.125, -0.247, -0.234, -0.221, -0.164, -0.253, 0.278, 0.215, 0.204, 0.216, 0.247], "charge": -2, "max_force_ev_per_a": 1.1, "e_above_lowest_kj_mol": 56.3, "multiplicity": 1, "homo_energy_ev": -1.41}



Entry 3:
{"formula": "C11H34N8O5", "method": "wB97M-V/def2-TZVPD", "species": ["C", "O", "N", "N", "H", "H", "H", "H", "C", "O", "N", "N", "H", "H", "H", "H", "C", "O", "N", "N", "H", "H", "H", "H", "C", "C", "C", "O", "C", "N", "H", "H", "H", "H", "H", "H", "H", "H", "H", "H", "H", "C", "C", "C", "O", "C", "N", "H", "H", "H", "H", "H", "H", "H", "H", "H", "H", "H"], "positions_angstrom": [[10.93789, -6.98182, 9.23277], [10.28460, -6.05259, 8.70695], [12.14796, -6.74509, 9.84516], [10.67197, -8.30453, 9.25493], [12.75038, -7.53233, 10.11780], [12.58371, -5.89815, 9.63657], [11.30158, -9.00454, 9.55691], [9.94262, -8.70090, 8.74129], [7.59666, -4.11368, 9.86686], [6.51506, -4.01976, 10.54381], [8.80964, -3.68093, 10.34426], [7.65138, -4.74243, 8.68188], [9.63101, -3.51713, 9.74986], [8.72243, -3.23182, 11.28229], [6.85116, -5.21680, 8.31411], [8.56874, -5.06550, 8.40395], [8.05556, -7.03855, 12.47857], [7.97072, -8.06176, 13.12908], [6.94041, -6.39241, 12.02871], [9.23882, -6.57587, 12.06263], [5.98951, -6.68478, 12.27465], [6.98123, -5.51722, 11.47828], [10.07754, -7.10010, 12.20488], [9.36255, -5.92343, 11.26613], [10.40555, -11.81989, 9.89409], [11.74731, -11.70298, 10.57444], [12.60447, -12.97026, 10.37457], [13.84278, -12.81091, 10.91063], [14.74307, -13.74843, 10.41517], [12.45349, -10.49772, 10.10685], [9.65753, -11.22558, 10.36890], [10.11951, -12.82960, 9.72390], [10.49169, -11.48382, 8.88449], [11.66233, -11.58350, 11.64937], [12.56693, -13.24097, 9.30415], [12.05031, -13.75341, 10.96361], [14.27023, -14.69728, 10.30771], [15.56699, -13.94980, 11.04373], [15.17467, -13.48585, 9.44890], [12.79587, -10.69386, 9.17901], [13.31404, -10.27731, 10.59455], [7.08507, -8.26986, 9.37195], [7.05231, -8.22017, 7.83892], [7.17782, -9.63488, 7.17063], [8.44178, -10.12583, 7.45242], [8.84497, -11.18125, 6.59760], [5.89976, -7.46891, 7.41037], [6.10981, -8.69033, 9.72869], [7.18844, -7.19163, 9.58797], [7.98233, -8.70965, 9.79747], [7.91164, -7.62342, 7.54250], [7.15212, -9.56000, 6.05864], [6.31819, -10.24864, 7.48604], [8.29680, -12.07889, 6.98865], [9.92742, -11.23457, 6.65066], [8.50759, -10.96882, 5.58041], [5.00413, -7.80110, 7.76222], [5.74010, -7.40440, 6.42400]], "nbo_charge": [0.794, -0.733, -0.848, -0.852, 0.390, 0.394, 0.422, 0.407, 0.767, -0.716, -0.869, -0.841, 0.414, 0.417, 0.425, 0.424, 0.765, -0.691, -0.867, -0.856, 0.405, 0.414, 0.398, 0.400, -0.623, -0.066, -0.067, -0.537, -0.245, -0.855, 0.238, 0.215, 0.201, 0.198, 0.157, 0.167, 0.168, 0.192, 0.164, 0.348, 0.376, -0.623, -0.066, -0.066, -0.564, -0.245, -0.852, 0.203, 0.236, 0.226, 0.187, 0.150, 0.160, 0.177, 0.189, 0.172, 0.358, 0.362], "smiles": "COC[C@H](C)N.COC[C@H](C)N.NC(N)=O.NC(N)=O.NC(N)=O", "max_force_ev_per_a": 3.5, "e_above_lowest_kj_mol": 48.6, "multiplicity": 1, "homo_energy_ev": -8.76}



Entry 4:
{"formula": "C35H58F4N9O11S4Zr", "method": "wB97M-V/def2-TZVPD", "species": ["Zr", "C", "C", "C", "C", "C", "C", "N", "O", "C", "C", "C", "H", "H", "H", "H", "H", "H", "H", "H", "H", "H", "H", "H", "H", "H", "H", "H", "H", "H", "O", "C", "C", "O", "H", "H", "H", "H", "C", "C", "N", "C", "C", "N", "C", "C", "H", "H", "H", "H", "H", "H", "H", "H", "H", "H", "H", "C", "C", "N", "C", "C", "N", "C", "C", "H", "H", "H", "H", "H", "H", "H", "H", "H", "H", "H", "C", "N", "C", "C", "C", "C", "C", "C", "C", "C", "N", "C", "C", "C", "H", "H", "H", "H", "H", "H", "H", "H", "H", "H", "H", "H", "H", "H", "N", "S", "O", "O", "F", "S", "O", "O", "F", "N", "S", "O", "O", "F", "S", "O", "O", "F"], "positions_angstrom": [[-3.66800, 0.71329, 0.48000], [6.14912, 2.31876, 1.79630], [5.14316, 3.33266, 1.10632], [4.79905, 2.56377, -0.21085], [3.56562, 3.05849, -0.99141], [2.37986, 3.04346, -0.03491], [2.66933, 3.93518, 1.25872], [3.96431, 3.58166, 1.93542], [4.14654, 4.14175, 3.17629], [1.45341, 3.48386, 2.09595], [2.47510, 5.39859, 0.93435], [5.94432, 4.58509, 0.74397], [6.63020, 2.77097, 2.66358], [6.90900, 1.91011, 1.13019], [5.58623, 1.50189, 2.24793], [4.89871, 1.48116, -0.13267], [5.61157, 2.76520, -0.90895], [3.44626, 2.36831, -1.82658], [3.63789, 4.09860, -1.30928], [2.17903, 1.97895, 0.08593], [1.62029, 3.49161, -0.67546], [1.43162, 4.14718, 2.96060], [1.54780, 2.44840, 2.42308], [0.52096, 3.45423, 1.53226], [1.50066, 5.53897, 0.46652], [3.20868, 5.75615, 0.21178], [2.49976, 6.04776, 1.80961], [5.47462, 5.25769, 0.02627], [6.93056, 4.37333, 0.33095], [6.11840, 5.27807, 1.56711], [-2.45929, -1.10990, 0.01309], [-1.32107, -0.69955, -0.63852], [-0.69168, 0.71645, -0.26077], [-1.73274, 1.65401, 0.08867], [-1.55503, -0.47965, -1.68015], [-0.52746, -1.44153, -0.72659], [-0.07886, 1.22531, -1.00482], [-0.02220, 0.52732, 0.57836], [-4.41030, -4.42802, -8.33616], [-4.67102, -4.70081, -6.88474], [-3.48016, -4.53557, -6.01752], [-2.52929, -5.48667, -5.97086], [-1.50998, -5.06841, -5.12285], [-1.94239, -3.86387, -4.50679], [-3.09174, -3.49304, -5.20127], [-1.39683, -3.01079, -3.47643], [-3.71335, -3.59780, -8.45055], [-5.20591, -4.30476, -9.07094], [-3.81796, -5.18197, -8.85463], [-5.18912, -5.64036, -6.69259], [-5.34920, -3.88190, -6.64485], [-2.72190, -6.33984, -6.60443], [-0.62936, -5.60990, -4.81029], [-3.69240, -2.59887, -5.12343], [-0.47159, -2.53568, -3.80246], [-1.28702, -3.58500, -2.55648], [-2.10004, -2.24195, -3.15630], [0.62711, 3.28541, -4.07775], [-0.18999, 1.94452, -4.27726], [0.71986, 0.85113, -4.45786], [1.71900, 0.45236, -3.59877], [2.55516, -0.57606, -4.14611], [1.93109, -0.82302, -5.37403], [0.80956, 0.00341, -5.53057], [2.47347, -1.64279, -6.40694], [1.31048, 3.51140, -4.89631], [1.26039, 3.21573, -3.19333], [-0.07641, 4.11086, -3.96924], [-0.89195, 2.00749, -5.10875], [-0.77971, 1.64487, -3.41092], [1.72476, 1.05397, -2.70187], [3.38520, -1.16850, -3.79050], [0.25017, 0.10019, -6.44933], [2.11831, -2.66629, -6.28688], [3.55833, -1.72638, -6.47176], [2.13302, -1.39289, -7.41180], [-0.59984, -3.80942, 1.65975], [-0.52238, -3.23923, 2.96922], [-0.92398, -3.84351, 4.11420], [-0.70959, -3.26927, 5.39701], [-0.01110, -2.09126, 5.46335], [0.38619, -1.42399, 4.34170], [0.11542, -2.05008, 3.07590], [0.14597, -1.43631, 6.79786], [0.51745, -2.22295, 7.82423], [0.74526, -1.72600, 9.13190], [0.44721, -0.41583, 9.30564], [0.06966, 0.39448, 8.32922], [-0.06648, -0.07258, 7.05290], [0.66088, 0.16603, 10.67464], [-1.14794, -4.74407, 1.54091], [0.37558, -3.97435, 1.20209], [-1.17725, -3.08047, 1.09113], [-1.51500, -4.73369, 3.95711], [-0.97592, -3.77942, 6.31091], [0.69802, -0.39456, 4.24459], [0.32845, -1.61726, 2.10963], [0.64875, -3.28388, 7.67061], [1.18722, -2.29975, 9.93307], [-0.00272, 1.43068, 8.62495], [-0.31186, 0.64651, 6.28537], [0.64562, -0.62726, 11.42201], [-0.34010, 0.57290, 10.81820], [1.51491, 0.83603, 10.77376], [-4.38576, 0.93896, -1.41257], [-4.91405, -0.00119, -2.64517], [-3.89805, -0.70336, -3.49819], [-6.35686, -0.09413, -2.96305], [-4.96430, -1.19512, -1.60889], [-4.36968, 2.14408, -2.64772], [-5.68488, 2.69071, -3.05947], [-3.18030, 2.33019, -3.42949], [-3.97999, 3.22477, -1.55360], [-3.16084, 0.63541, 2.48023], [-2.37952, 1.47007, 3.55561], [-0.98023, 1.15952, 3.57907], [-3.03440, 1.79802, 4.81308], [-2.49169, 2.85326, 2.79104], [-3.54183, -0.67645, 3.67872], [-4.91019, -1.17854, 3.72472], [-2.80340, -0.74305, 4.90285], [-2.96041, -1.86234, 2.75167]], "mulliken_spin": [0.000, 0.012, 0.001, 0.014, -0.003, 0.027, -0.036, 0.355, 0.586, 0.008, 0.020, 0.030, -0.002, 0.001, -0.005, -0.002, -0.001, 0.000, -0.001, 0.014, 0.002, -0.001, -0.009, -0.002, 0.001, -0.003, -0.002, -0.004, 0.001, -0.003, 0.000, -0.001, -0.001, 0.000, 0.000, 0.000, 0.001, 0.002, 0.000, 0.000, 0.000, 0.000, 0.000, 0.000, 0.000, 0.000, 0.000, 0.000, 0.000, 0.000, 0.000, 0.000, 0.000, 0.000, 0.000, 0.000, 0.000, 0.000, 0.000, 0.000, 0.000, 0.000, 0.000, 0.000, 0.000, 0.000, 0.000, 0.000, 0.000, 0.000, 0.000, 0.000, 0.000, 0.000, 0.000, 0.000, 0.000, 0.000, 0.000, 0.000, 0.000, 0.001, 0.000, 0.000, 0.000, 0.000, 0.000, 0.000, 0.000, 0.000, 0.000, 0.000, 0.000, 0.000, 0.000, 0.000, 0.000, 0.000, 0.000, 0.000, 0.000, 0.000, 0.000, 0.000, 0.000, 0.000, 0.000, 0.000, 0.000, 0.000, 0.000, 0.000, 0.000, 0.000, 0.000, 0.001, 0.000, 0.000, 0.000, 0.000, 0.000, 0.000], "s_squared": 0.75, "charge": 4, "max_force_ev_per_a": 12.3, "multiplicity": 2, "homo_energy_ev": [-14.87, -15.95]}